ORCA calculation (wB97M-V/def2-TZVPD) on a 10-piece molecular cluster, C31H75N2O11PS9 overall at a distorted geometry.

## Properties
- Calculated total energy: -165655.2950 eV
- F_max: 0.2387 Eh/bohr
- Spin multiplicity: 1

Last columns: bonded neighbours and bond lengths (Å).
Positions of all 129 atoms, in Å:
1 C 2.254 -4.544 2.976  C2 1.669, H19 1.173, H20 1.169, H21 1.173
2 C 1.877 -2.939 2.714  C1 1.669, P3 1.952, H22 1.170, H23 1.168
3 P 3.226 -2.076 1.599  C2 1.952, C4 1.950, C5 1.893
4 C 3.015 -3.025 -0.092  P3 1.950, H24 1.166, H25 1.170, H26 1.194
5 C 2.916 -0.218 1.417  P3 1.893, C6 1.673, C8 1.620, H27 1.192
6 C 3.380 0.517 2.846  C5 1.673, N7 1.310
7 N 3.828 1.127 3.916  C6 1.310
8 C 1.436 0.290 0.999  C5 1.620, C9 1.673, C11 1.651, H28 1.197
9 C 1.002 -0.052 -0.581  C8 1.673, N10 1.306
10 N 0.764 -0.338 -1.832  C9 1.306
11 C 0.221 -0.063 2.059  C8 1.651, C12 1.673, H29 1.195, H30 1.170
12 C -0.959 -0.994 1.323  C11 1.673, C13 1.648, H31 1.190, H32 1.186
13 C -2.081 -1.563 2.387  C12 1.648, C14 1.668, H33 1.183, H34 1.191
14 C -3.643 -1.154 1.970  C13 1.668, O15 1.484, H35 1.188, H36 1.189
15 O -4.626 -2.206 2.328  C14 1.484, C16 1.471
16 C -4.806 -3.171 1.233  O15 1.471, C17 1.673, O18 1.338
17 C -4.055 -4.653 1.432  C16 1.673, H37 1.175, H38 1.187, H39 1.177
18 O -5.533 -2.994 0.124  C16 1.338
19 H 2.737 -5.062 2.041  C1 1.173
20 H 2.942 -4.691 3.911  C1 1.169
21 H 1.234 -5.087 3.182  C1 1.173
22 H 1.946 -2.402 3.751  C2 1.170
23 H 0.817 -2.944 2.224  C2 1.168
24 H 2.280 -2.498 -0.829  C4 1.166
25 H 4.069 -3.108 -0.594  C4 1.170
26 H 2.574 -4.121 0.082  C4 1.194
27 H 3.685 0.203 0.610  C5 1.192
28 H 1.492 1.485 1.005  C8 1.197
29 H -0.349 0.950 2.332  C11 1.195
30 H 0.580 -0.503 3.081  C11 1.170
31 H -0.497 -1.954 0.795  C12 1.190
32 H -1.541 -0.293 0.564  C12 1.186
33 H -1.840 -1.277 3.510  C13 1.183
34 H -2.063 -2.753 2.343  C13 1.191
35 H -3.984 -0.183 2.562  C14 1.188
36 H -3.725 -0.875 0.817  C14 1.189
37 H -4.831 -5.508 1.651  C17 1.175
38 H -3.362 -4.574 2.393  C17 1.187
39 H -3.419 -4.917 0.478  C17 1.177
40 C -7.796 -0.631 2.085  S41 1.809, H44 1.093, H45 1.093, H46 1.093
41 S -7.717 1.172 2.221  C40 1.809, O42 1.500, C43 1.809
42 O -6.343 1.528 2.707  S41 1.500
43 C -8.842 1.302 3.632  S41 1.809, H47 1.093, H48 1.093, H49 1.093
44 H -7.130 -0.947 1.279  C40 1.093
45 H -7.474 -1.091 3.023  C40 1.093
46 H -8.819 -0.935 1.850  C40 1.093
47 H -8.456 0.723 4.474  C43 1.093
48 H -9.831 0.936 3.346  C43 1.093
49 H -8.917 2.354 3.920  C43 1.093
50 C -4.498 1.969 7.113  S51 1.809, H54 1.093, H55 1.093, H56 1.093
51 S -4.580 1.415 5.393  C50 1.809, O52 1.500, C53 1.809
52 O -3.718 0.193 5.271  S51 1.500
53 C -3.651 2.806 4.704  S51 1.809, H57 1.093, H58 1.093, H59 1.093
54 H -4.990 1.224 7.742  C50 1.093
55 H -3.455 2.074 7.423  C50 1.093
56 H -5.017 2.926 7.214  C50 1.093
57 H -2.660 2.859 5.162  C53 1.093
58 H -4.197 3.735 4.883  C53 1.093
59 H -3.544 2.653 3.627  C53 1.093
60 C 7.562 -0.552 2.348  S61 1.809, H64 1.093, H65 1.093, H66 1.093
61 S 6.688 0.582 1.243  C60 1.809, O62 1.500, C63 1.809
62 O 5.814 -0.245 0.347  S61 1.500
63 C 8.144 1.067 0.284  S61 1.809, H67 1.093, H68 1.093, H69 1.093
64 H 6.834 -1.009 3.022  C60 1.093
65 H 8.057 -1.334 1.767  C60 1.093
66 H 8.298 0.003 2.935  C60 1.093
67 H 8.604 0.186 -0.170  C63 1.093
68 H 8.861 1.570 0.937  C63 1.093
69 H 7.828 1.756 -0.503  C63 1.093
70 C 8.447 4.339 -2.957  S71 1.809, H74 1.093, H75 1.093, H76 1.093
71 S 9.647 2.999 -3.160  C70 1.809, O72 1.500, C73 1.809
72 O 9.861 2.378 -1.811  S71 1.500
73 C 11.066 4.069 -3.497  S71 1.809, H77 1.093, H78 1.093, H79 1.093
74 H 7.480 3.902 -2.700  C70 1.093
75 H 8.766 5.009 -2.156  C70 1.093
76 H 8.356 4.892 -3.895  C70 1.093
77 H 11.224 4.756 -2.662  C73 1.093
78 H 10.890 4.631 -4.417  C73 1.093
79 H 11.952 3.441 -3.622  C73 1.093
80 C -12.847 2.055 -0.344  S81 1.809, H84 1.093, H85 1.093, H86 1.093
81 S -11.379 1.140 0.188  C80 1.809, O82 1.500, C83 1.809
82 O -10.799 1.865 1.366  S81 1.500
83 C -10.369 1.552 -1.255  S81 1.809, H87 1.093, H88 1.093, H89 1.093
84 H -13.610 1.969 0.433  C80 1.093
85 H -12.598 3.108 -0.493  C80 1.093
86 H -13.228 1.625 -1.273  C80 1.093
87 H -10.272 2.637 -1.347  C83 1.093
88 H -10.831 1.139 -2.155  C83 1.093
89 H -9.378 1.111 -1.123  C83 1.093
90 C -6.117 2.171 -0.940  S91 1.809, H94 1.093, H95 1.093, H96 1.093
91 S -6.990 3.306 -2.045  C90 1.809, O92 1.500, C93 1.809
92 O -7.865 2.479 -2.941  S91 1.500
93 C -5.535 3.790 -3.004  S91 1.809, H97 1.093, H98 1.093, H99 1.093
94 H -6.845 1.714 -0.265  C90 1.093
95 H -5.621 1.389 -1.521  C90 1.093
96 H -5.381 2.726 -0.353  C90 1.093
97 H -5.075 2.909 -3.458  C93 1.093
98 H -4.818 4.293 -2.351  C93 1.093
99 H -5.851 4.479 -3.791  C93 1.093
100 C 5.645 5.536 -8.022  S101 1.809, H104 1.093, H105 1.093, H106 1.093
101 S 6.231 6.113 -6.410  C100 1.809, O102 1.500, C103 1.809
102 O 7.334 5.194 -5.976  S101 1.500
103 C 4.743 5.647 -5.493  S101 1.809, H107 1.093, H108 1.093, H109 1.093
104 H 6.439 5.694 -8.756  C100 1.093
105 H 5.405 4.471 -7.973  C100 1.093
106 H 4.762 6.108 -8.316  C100 1.093
107 H 4.558 4.575 -5.599  C103 1.093
108 H 3.889 6.215 -5.869  C103 1.093
109 H 4.897 5.884 -4.437  C103 1.093
110 C -2.567 -8.934 3.056  S111 1.809, H114 1.093, H115 1.093, H116 1.093
111 S -1.400 -7.755 2.334  C110 1.809, O112 1.500, C113 1.809
112 O -1.990 -6.384 2.488  S111 1.500
113 C -1.654 -8.267 0.618  S111 1.809, H117 1.093, H118 1.093, H119 1.093
114 H -2.602 -8.770 4.136  C110 1.093
115 H -3.563 -8.781 2.634  C110 1.093
116 H -2.227 -9.953 2.857  C110 1.093
117 H -2.707 -8.155 0.346  C113 1.093
118 H -1.344 -9.308 0.497  C113 1.093
119 H -1.044 -7.632 -0.028  C113 1.093
120 C 8.505 -1.105 -6.754  S121 1.809, H124 1.093, H125 1.093, H126 1.093
121 S 9.684 -0.012 -5.924  C120 1.809, O122 1.500, C123 1.809
122 O 11.018 -0.203 -6.584  S121 1.500
123 C 9.715 -0.923 -4.362  S121 1.809, H127 1.093, H128 1.093, H129 1.093
124 H 8.359 -0.746 -7.776  C120 1.093
125 H 8.895 -2.125 -6.781  C120 1.093
126 H 7.550 -1.082 -6.224  C120 1.093
127 H 10.031 -1.955 -4.536  C123 1.093
128 H 8.721 -0.907 -3.909  C123 1.093
129 H 10.425 -0.436 -3.690  C123 1.093